#a
44
Properties=species:S:1:pos:R:3 method="wB97M-V/def2-TZVPD" lumo_ha=0.0055 homo_ev=-8.937 homo_lumo_gap_ev=9.088 smiles="O=C(COc1ccc(Cl)cc1)NCc1nnc(SCC(=O)c2ccccc2)o1"
O -0.27280 2.00864 3.06785
C 0.29984 1.38596 2.20327
N -0.19152 1.19090 0.96155
H 0.32061 0.61003 0.31259
C -1.51002 1.64403 0.58136
C -2.36559 0.48664 0.22174
N -2.91023 0.23473 -0.92052
N -3.53085 -0.95422 -0.82303
C -3.31941 -1.37965 0.38460
S -3.76519 -2.90376 1.04792
C -3.87899 -3.82884 -0.51761
C -2.75790 -3.56273 -1.52197
O -2.97870 -3.71110 -2.69559
C -1.44591 -3.11869 -0.99547
C -0.89041 -3.62384 0.17819
C 0.31058 -3.12066 0.64432
C 0.96004 -2.10790 -0.04389
C 0.42030 -1.61623 -1.22316
C -0.76858 -2.12906 -1.70740
H -1.20935 -1.75269 -2.61786
H 0.93087 -0.83721 -1.77167
H 1.88591 -1.70321 0.33652
H 0.73881 -3.51697 1.55274
H -1.38437 -4.41811 0.71710
H -3.87067 -4.88267 -0.23235
H -4.82999 -3.60119 -0.99960
O -2.59050 -0.51225 1.11456
H -1.91691 2.17131 1.45165
H -1.46537 2.31642 -0.27962
C 1.66930 0.73873 2.43006
O 2.40511 0.50903 1.25181
C 2.92212 1.58700 0.58269
C 2.69381 2.91489 0.92221
C 3.26807 3.92729 0.17184
C 4.06351 3.61706 -0.91710
C 4.29064 2.29425 -1.26878
C 3.72085 1.28591 -0.52036
H 3.88881 0.25074 -0.77243
H 4.91023 2.05874 -2.11918
Cl 4.77764 4.88572 -1.84849
H 3.09262 4.95759 0.43737
H 2.06974 3.17913 1.76092
H 2.23152 1.34101 3.15291
H 1.50097 -0.25165 2.86582

***

#b
44
Properties=species:S:1:pos:R:3 method="wB97M-V/def2-TZVPD" lumo_ha=0.0160 homo_ev=-8.951 homo_lumo_gap_ev=9.386 smiles="O=C(COc1ccccc1Cl)Nc1ccc(S(=O)(=O)Nc2ccccn2)cc1"
O -1.15491 -1.27637 -2.58883
C -0.91876 -0.10746 -2.39570
N -1.00378 0.54258 -1.20699
C -1.37761 0.05133 0.03899
C -1.78767 -1.26779 0.23387
C -2.15153 -1.69198 1.49879
C -2.10495 -0.80880 2.55923
C -1.70251 0.50168 2.38179
C -1.34334 0.93478 1.12181
H -1.03485 1.95846 0.96712
H -1.69416 1.16655 3.23068
S -2.47476 -1.36165 4.21508
O -3.01783 -0.28587 4.98480
O -3.16880 -2.60976 4.16873
N -0.93132 -1.61231 4.84811
C 0.00534 -2.39527 4.19725
N 1.25013 -1.93316 4.18631
C 2.18226 -2.66289 3.59301
C 1.92543 -3.86861 2.96735
C 0.61930 -4.34476 2.97910
C -0.36332 -3.60601 3.60618
H -1.38635 -3.93574 3.66673
H 0.37530 -5.28650 2.50989
H 2.71781 -4.42286 2.49047
H 3.17938 -2.24354 3.62360
H -0.53832 -0.78218 5.26752
H -2.48784 -2.70111 1.67129
H -1.81866 -1.94359 -0.60439
H -0.75024 1.52407 -1.24250
C -0.49772 0.81193 -3.54788
O -0.08526 2.07475 -3.05771
C 0.89931 2.77326 -3.70332
C 1.78351 3.46552 -2.87527
C 2.79776 4.24283 -3.39559
C 2.96012 4.33496 -4.76766
C 2.08769 3.66609 -5.60425
C 1.05455 2.89920 -5.08441
Cl -0.03743 2.16231 -6.21717
H 2.18913 3.74257 -6.67548
H 3.75528 4.93034 -5.18739
H 3.46508 4.76773 -2.73001
H 1.64749 3.37610 -1.80856
H -1.36524 0.91019 -4.21301
H 0.30229 0.31097 -4.10159

***

Tell me which of them is the least stable. Sure, it is #a.

***

#a
13
Properties=species:S:1:pos:R:3 method="wB97M-V/def2-TZVPD" lumo_ha=0.0027 homo_ev=-8.150 homo_lumo_gap_ev=8.224
C -0.61898 0.74286 0.97089
C 0.35003 -0.07226 0.45855
C 0.70760 -1.44702 0.23713
C 1.74492 -0.32852 0.31854
C -0.66159 1.23911 -0.48785
N -1.90988 0.74729 -0.58332
O -2.88180 0.88198 -1.31755
O -1.90388 0.16069 0.61746
H 0.29004 -2.08268 0.95618
H 0.56240 -1.78192 -0.81518
H 1.99358 -0.05631 -0.62858
H 2.39936 -0.04990 1.17384
H -0.07181 2.04667 -0.90012

***

#b
13
Properties=species:S:1:pos:R:3 method="wB97M-V/def2-TZVPD" lumo_ha=-0.0251 homo_ev=-8.965 homo_lumo_gap_ev=8.282 smiles="C=C=C=O.CN=C=O"
C 2.22823 -0.87747 0.01578
C -0.91938 0.76750 0.97664
C 2.68425 0.23207 -0.44281
C 2.38928 -2.14898 0.39422
C -2.85162 1.17038 -0.51808
N -1.61929 1.31109 0.15738
O -0.20532 0.43459 1.82638
O 2.81488 1.32915 -0.87057
H 3.46295 -2.65855 0.34677
H 1.57820 -2.84719 0.42082
H -3.01637 0.01746 -0.91562
H -3.69428 1.48164 0.06869
H -2.85151 1.78832 -1.45960

***

#c
13
Properties=species:S:1:pos:R:3 method="wB97M-V/def2-TZVPD" lumo_ha=-0.0473 homo_ev=-9.589 homo_lumo_gap_ev=8.303 smiles="O=C1C=NC(CO)=C1"
C 1.25365 0.39089 1.21538
C 0.22877 -0.24705 0.28865
C 0.04244 0.09330 -1.07024
C -1.39383 -0.28324 -1.41574
C -1.92036 -0.88710 -0.00505
H 2.55101 0.76686 -0.36598
H 1.61479 -0.41989 1.86531
H 0.59846 1.10645 1.93412
H 0.65930 0.72257 -1.60719
H -2.91539 -1.19749 0.22168
N -0.93509 -0.83547 0.83088
O 2.23640 1.14175 0.53554
O -2.02016 -0.35158 -2.42735

***

Tell me which of them is the least stable. Sure, it is #a.